Molecular formula: C4H12O2
Method: DFT, wB97M-V/def2-TZVPD

Output
E_HOMO = -10.1 eV
E_LUMO = 0.88 eV
ΔE to the lowest compared entry with this formula, charge and spin = 31.8 kcal per mole
Molar mass = 92.14 g mol⁻¹
Kohn-Sham gap = 10.98 eV
Multiplicity = 1
SMILES = C=CCC.O.O

The geometry in XYZ format:
```
18
C4H12O2 wB97M-V/def2-TZVPD
C 0.27375 2.16917 -1.09468
C 0.18441 1.18194 -0.19981
C 1.27284 0.20870 0.25279
C 1.15382 -1.27614 0.52960
H -0.49212 2.93377 -0.98970
H 1.17393 2.32117 -1.67606
H -0.73802 1.16338 0.34558
H 2.02954 0.29684 -0.54107
H 1.85114 0.67275 1.05735
H 0.66124 -1.77245 -0.30834
H 2.12211 -1.79672 0.53659
H 0.82710 -1.64273 1.52511
O -2.26476 -0.69335 1.69180
H -2.71480 -1.51199 1.89753
H -2.13888 -0.48814 0.76183
O -1.47225 -0.63417 -1.27927
H -0.80544 -1.31831 -1.15582
H -0.92362 0.18629 -1.35344
```